{
  "formula": "C23H36CdN11O",
  "method": "ωB97M-V/def2-TZVPD",
  "homo_lumo_gap_ev": 7.779,
  "homo_energy_ev": -9.8,
  "e_lumo_ev": -2.01,
  "charge": 1,
  "elements": ["Cd", "C", "O", "H", "H", "H", "C", "C", "N", "H", "H", "H", "C", "C", "N", "H", "H", "H", "C", "C", "N", "H", "H", "H", "C", "C", "N", "H", "H", "H", "C", "C", "N", "H", "H", "H", "C", "C", "N", "H", "H", "H", "C", "C", "N", "H", "H", "H", "C", "C", "N", "H", "H", "H", "C", "C", "N", "H", "H", "H", "C", "C", "N", "H", "H", "H", "C", "C", "N", "H", "H", "H"],
  "coordinates": [[-14.354, 9.265, 5.463], [-14.927, 12.319, 6.838], [-14.549, 11.024, 6.522], [-16.008, 12.458, 6.802], [-14.680, 12.731, 7.816], [-14.477, 13.051, 6.167], [-12.663, 5.731, 10.319], [-12.976, 5.477, 8.933], [-13.257, 5.365, 7.821], [-12.030, 6.608, 10.455], [-12.107, 4.925, 10.798], [-13.600, 5.974, 10.820], [-18.893, 12.161, 7.869], [-18.629, 10.803, 7.497], [-18.390, 9.680, 7.185], [-18.260, 12.930, 7.428], [-18.842, 12.214, 8.956], [-19.946, 12.339, 7.651], [-11.631, 10.881, 9.496], [-12.853, 10.122, 9.723], [-13.835, 9.504, 9.836], [-11.888, 11.940, 9.508], [-11.290, 10.627, 8.492], [-10.898, 10.651, 10.269], [-16.445, 7.334, 9.225], [-15.824, 7.818, 7.977], [-15.404, 8.145, 6.960], [-17.252, 7.934, 9.646], [-15.583, 7.455, 9.880], [-16.762, 6.292, 9.257], [-14.288, 14.100, 2.995], [-15.685, 14.408, 3.261], [-16.749, 14.676, 3.534], [-13.604, 14.720, 3.574], [-14.028, 14.340, 1.964], [-14.084, 13.051, 3.211], [-11.326, 13.193, 6.567], [-11.492, 13.235, 5.101], [-11.614, 13.303, 3.926], [-10.383, 13.669, 6.837], [-11.344, 12.192, 6.998], [-12.115, 13.723, 7.101], [-13.576, 4.874, 3.816], [-13.675, 6.234, 4.247], [-13.877, 7.290, 4.554], [-12.614, 4.429, 4.070], [-13.673, 4.837, 2.731], [-14.407, 4.328, 4.263], [-17.741, 11.389, 3.546], [-16.883, 10.219, 3.892], [-16.149, 9.358, 4.210], [-17.313, 11.916, 2.693], [-17.575, 12.153, 4.305], [-18.800, 11.205, 3.367], [-18.560, 7.200, 5.105], [-18.932, 7.739, 3.797], [-19.223, 8.161, 2.786], [-19.402, 7.210, 5.798], [-17.702, 7.701, 5.553], [-18.277, 6.148, 5.074], [-10.142, 7.887, 7.557], [-11.424, 8.388, 6.994], [-12.410, 8.739, 6.536], [-9.334, 8.214, 6.903], [-10.135, 6.815, 7.754], [-10.103, 8.392, 8.522], [-11.459, 10.685, 1.965], [-12.387, 10.366, 3.006], [-13.169, 10.154, 3.853], [-11.858, 11.381, 1.227], [-11.206, 9.829, 1.340], [-10.539, 11.169, 2.293]]
}



{
  "formula": "C23H36N3O2",
  "method": "ωB97M-V/def2-TZVPD",
  "relative_energy_ev": 0.6010,
  "homo_lumo_gap_ev": 6.654,
  "homo_energy_ev": -10.2,
  "e_lumo_ev": -3.50,
  "charge": 1,
  "elements": ["C", "N", "C", "C", "C", "C", "C", "C", "C", "C", "C", "C", "N", "C", "C", "C", "C", "C", "C", "H", "H", "H", "H", "H", "H", "H", "H", "H", "H", "H", "H", "H", "H", "H", "H", "H", "H", "H", "H", "H", "C", "O", "C", "C", "N", "C", "C", "O", "C", "H", "H", "H", "H", "H", "H", "H", "H", "H", "H", "H", "H", "H", "H", "H"],
  "coordinates": [[0.694, 5.030, -2.830], [1.772, 4.048, -2.765], [3.071, 4.592, -3.104], [1.627, 2.892, -2.035], [2.566, 1.825, -2.147], [2.331, 0.615, -1.526], [1.213, 0.421, -0.660], [0.982, -0.816, 0.068], [0.736, -0.823, 1.486], [0.344, -2.031, 2.140], [0.165, -2.101, 3.512], [0.362, -0.949, 4.321], [0.109, -0.991, 5.674], [0.540, 0.087, 6.552], [-1.000, -1.743, 6.221], [0.786, 0.252, 3.691], [0.875, 0.337, 2.312], [0.314, 1.506, -0.516], [0.499, 2.706, -1.191], [-0.253, 4.549, -3.099], [0.562, 5.552, -1.869], [0.934, 5.770, -3.597], [3.834, 3.816, -3.127], [3.006, 5.075, -4.088], [3.370, 5.362, -2.368], [3.434, 1.930, -2.811], [3.040, -0.204, -1.653], [1.468, -1.699, -0.364], [0.172, -2.927, 1.548], [-0.115, -3.051, 3.973], [1.611, 0.279, 6.424], [-0.019, 1.023, 6.381], [0.361, -0.242, 7.585], [-1.224, -2.604, 5.593], [-0.726, -2.076, 7.227], [-1.907, -1.120, 6.312], [0.988, 1.131, 4.312], [1.103, 1.318, 1.873], [-0.538, 1.402, 0.159], [-0.234, 3.508, -1.084], [-4.603, -0.853, -2.298], [-3.422, -1.454, -1.782], [-3.220, -1.199, -0.405], [-2.098, -2.108, 0.058], [-0.831, -1.844, -0.676], [-0.361, -3.040, -1.421], [0.120, -2.726, -2.826], [0.615, -1.395, -2.855], [1.049, -0.991, -4.141], [-4.654, -1.142, -3.352], [-5.540, -1.182, -1.804], [-4.550, 0.247, -2.214], [-2.926, -0.148, -0.224], [-4.144, -1.440, 0.153], [-1.907, -2.002, 1.129], [-2.408, -3.152, -0.089], [-0.980, -1.093, -1.348], [0.465, -3.467, -0.848], [-1.157, -3.792, -1.502], [0.921, -3.431, -3.134], [-0.731, -2.830, -3.524], [1.360, 0.052, -4.041], [1.914, -1.581, -4.502], [0.235, -1.076, -4.887]]
}



{
  "formula": "C23H36O21",
  "method": "ωB97M-V/def2-TZVPD",
  "relative_energy_ev": 2.9772,
  "homo_lumo_gap_ev": 9.847,
  "smiles": "CCOC(=O)OC.CCOC(=O)OC.O=C1OCCO1.O=C1OCCO1.O=C1OCCO1.O=C1OCCO1.O=C1OCCO1",
  "homo_energy_ev": -10.0,
  "e_lumo_ev": -0.17,
  "charge": 0,
  "elements": ["C", "C", "O", "C", "O", "O", "C", "H", "H", "H", "H", "H", "H", "H", "H", "C", "C", "O", "C", "O", "O", "C", "H", "H", "H", "H", "H", "H", "H", "H", "O", "C", "O", "C", "C", "O", "H", "H", "H", "H", "O", "C", "O", "C", "C", "O", "H", "H", "H", "H", "O", "C", "O", "C", "C", "O", "H", "H", "H", "H", "O", "C", "O", "C", "C", "O", "H", "H", "H", "H", "O", "C", "O", "C", "C", "O", "H", "H", "H", "H"],
  "coordinates": [[-20.051, 9.375, 13.361], [-20.736, 8.568, 14.488], [-20.254, 7.217, 14.511], [-20.982, 6.305, 15.124], [-22.191, 6.442, 15.376], [-20.111, 5.390, 15.498], [-20.641, 4.238, 16.146], [-18.966, 9.288, 13.411], [-20.301, 10.421, 13.542], [-20.356, 9.108, 12.350], [-21.823, 8.562, 14.414], [-20.559, 8.898, 15.511], [-21.355, 4.426, 16.948], [-19.783, 3.807, 16.662], [-21.052, 3.556, 15.401], [-23.827, 11.252, 13.322], [-24.996, 10.230, 13.356], [-25.483, 10.282, 14.736], [-25.281, 9.196, 15.582], [-24.625, 8.206, 15.285], [-25.803, 9.503, 16.771], [-25.437, 8.773, 17.894], [-23.019, 11.155, 14.047], [-24.166, 12.245, 13.617], [-23.307, 11.261, 12.364], [-24.594, 9.228, 13.208], [-25.696, 10.382, 12.533], [-25.926, 9.180, 18.779], [-24.394, 8.539, 18.108], [-25.815, 7.751, 17.874], [-20.900, 14.163, 11.420], [-20.675, 13.825, 12.568], [-21.486, 13.768, 13.571], [-21.026, 13.108, 14.666], [-19.515, 13.073, 14.394], [-19.507, 13.252, 12.968], [-21.210, 13.643, 15.597], [-21.500, 12.153, 14.890], [-19.118, 12.075, 14.578], [-18.924, 13.878, 14.830], [-17.614, 11.875, 16.680], [-18.201, 12.228, 17.733], [-18.799, 11.520, 18.735], [-19.154, 12.420, 19.823], [-19.268, 13.622, 19.058], [-18.372, 13.463, 17.982], [-20.144, 12.170, 20.202], [-18.563, 12.519, 20.734], [-18.921, 14.526, 19.558], [-20.250, 13.825, 18.632], [-21.404, 9.685, 17.858], [-22.183, 10.580, 17.942], [-22.617, 11.247, 16.908], [-23.543, 12.281, 17.291], [-23.699, 12.068, 18.769], [-22.696, 11.102, 19.044], [-23.090, 13.250, 17.084], [-24.497, 12.114, 16.790], [-24.675, 11.647, 19.009], [-23.539, 12.937, 19.407], [-16.999, 9.948, 11.601], [-17.464, 10.787, 10.891], [-16.937, 12.010, 10.718], [-17.730, 12.803, 9.925], [-18.648, 11.808, 9.250], [-18.531, 10.625, 10.124], [-18.303, 13.492, 10.546], [-17.101, 13.333, 9.210], [-18.285, 11.665, 8.232], [-19.688, 12.130, 9.196], [-22.181, 15.009, 5.501], [-22.004, 15.544, 6.608], [-22.469, 16.765, 6.921], [-21.913, 17.216, 8.149], [-21.076, 16.067, 8.593], [-21.314, 15.038, 7.653], [-21.324, 18.120, 7.993], [-22.749, 17.312, 8.842], [-21.269, 15.557, 9.537], [-20.024, 16.348, 8.547]]
}



- What is the formula in the third record?
  C23H36O21